C5H15N3 | ωB97M-V/def2-TZVPD

Results
* lowest unoccupied orbital energy: 1.079 eV
* highest occupied orbital energy: -0.3178 Ha
* SMILES string: NCCCCNCN
* gap between HOMO and LUMO: 0.3575 hartree

The geometry in XYZ format:
```
23
C5H15N3 ωB97M-V/def2-TZVPD
N -1.25319 -3.28976 -0.43059
C -1.07998 -1.86277 -0.67974
C -1.48579 -1.01642 0.51688
C -0.31559 -0.65732 1.40620
C 0.80859 -0.05032 0.58111
N 0.46751 1.36790 0.24698
C 1.44244 2.01829 -0.64127
N 1.36000 3.51505 -0.73443
H -0.81250 -3.53058 0.48479
H -0.98338 -3.92031 -1.15268
H -0.08102 -1.69250 -1.04880
H -1.76688 -1.67456 -1.68934
H -2.27302 -1.44992 0.99727
H -1.84942 -0.05527 0.17958
H -0.66068 0.03970 2.21894
H 0.22347 -1.53642 2.01625
H 1.80876 -0.07782 1.11285
H 0.97356 -0.53378 -0.38136
H -0.47699 1.40552 -0.16368
H 2.50102 1.76684 -0.25297
H 1.29658 1.66575 -1.70457
H 1.06998 3.84966 0.19322
H 0.79224 4.00266 -1.48221
```

---

C4H8O2 | ωB97M-V/def2-TZVPD

Results
* lowest unoccupied orbital energy: 0.949 eV
* highest occupied orbital energy: -0.3841 Ha
* SMILES string: CCC(=O)OC
* gap between HOMO and LUMO: 0.4189 hartree

The geometry in XYZ format:
```
14
C4H8O2 ωB97M-V/def2-TZVPD
C -2.26927 -0.10920 -0.02619
C -0.99702 0.52512 0.52400
C 0.23966 -0.05336 -0.12421
O 0.24673 -0.76354 -1.10220
O 1.35940 0.31497 0.52373
C 2.56610 -0.19573 -0.04431
H -3.12733 0.12184 0.61104
H -2.48351 0.24735 -1.03708
H -2.16108 -1.19546 -0.08400
H -0.98526 1.60928 0.35291
H -0.90738 0.39393 1.60791
H 3.36452 0.09229 0.63954
H 2.51267 -1.28282 -0.14094
H 2.73401 0.23666 -1.03440
```

---

C3H4CuLiO4 | ωB97M-V/def2-TZVPD

Results
* <S²>: 0.7528
* lowest unoccupied orbital energy (spin up / spin down): -3.868 / -3.882 eV
* highest occupied orbital energy (spin up / spin down): -0.4610 / -0.5015 Ha
* 2S+1: 2
* charge: +1
* gap between HOMO and LUMO (spin up / spin down): 0.3188 / 0.3588 hartree

The geometry in XYZ format:
```
13
C3H4CuLiO4 ωB97M-V/def2-TZVPD
H 2.54084 0.37201 -2.71250
C 2.09889 1.20200 -2.15519
C 2.61646 2.12431 -1.17113
O 1.65994 1.05764 -0.86592
H 3.59833 1.96614 -0.71845
H 2.19435 3.12870 -1.09684
O -1.39655 -0.65213 1.03818
C -2.02914 -1.67842 1.34792
O -1.79196 -2.16983 2.57566
Cu 0.36092 0.00180 0.39907
H -2.72471 -2.53340 2.80660
Li -3.87734 -0.97256 -0.46465
O -3.25004 -1.84625 1.01726
```

---

C3H2N2O2 | ωB97M-V/def2-TZVPD

Results
* lowest unoccupied orbital energy: -1.251 eV
* highest occupied orbital energy: -0.3589 Ha
* gap between HOMO and LUMO: 0.3129 hartree

The geometry in XYZ format:
```
9
C3H2N2O2 ωB97M-V/def2-TZVPD
C 0.12150 1.04855 0.28723
C -0.12719 -1.19213 -0.55331
C 0.38954 0.15758 -0.94043
H -0.79974 0.29100 2.11716
H -0.34337 -2.08562 -1.26651
N 0.19600 0.01101 1.26725
N -0.37788 -1.11953 0.68958
O 0.14302 2.27850 0.32003
O 0.79813 0.61063 -1.92100
```